75
Properties=species:S:1:pos:R:3:forces:R:3:mulliken_charge:R:1 method="wB97M-V/def2-TZVPD" e_tot_ev=-60265.7528 multiplicity=1 orbital_gap_ev=9.58 e_above_lowest_kcal_mol=0.0 homo_energy_ev=-12.154 total_charge=+1
C -1.1210 -3.1623 1.0280 -0.580 -0.742 -1.211 -0.425
C -0.7338 -2.8028 -0.4748 -0.863 -2.153 0.619 -0.487
O -1.1784 -1.4742 -0.8559 0.694 2.001 0.404 -0.372
P -0.2307 -0.2627 -0.2444 2.986 -0.823 0.594 0.972
O 0.9804 -0.8296 0.4354 -1.366 0.461 -0.612 -0.680
C -1.0961 0.7867 1.0251 -1.184 -0.211 -0.940 -0.694
C -2.5839 1.1580 0.6739 -0.061 0.962 0.625 -1.218
C -2.7444 2.0462 -0.6346 -0.944 -0.305 0.334 -0.141
C -3.4964 1.2823 -1.7520 -1.320 0.259 -3.022 0.101
C -4.1104 1.7379 -2.9795 1.122 -1.066 2.111 -0.706
N -4.6129 0.5995 -3.6307 0.100 -0.788 0.544 -0.042
C -4.3933 -0.5376 -2.9087 0.799 2.504 0.841 -0.176
N -3.7472 -0.0932 -1.8014 0.072 -0.712 0.225 0.165
O 0.2663 0.6811 -1.5192 -1.127 -1.049 1.286 -0.462
C 1.4099 1.5020 -1.1757 1.258 1.592 -0.975 0.178
C 1.9564 2.2666 -2.4633 0.195 -0.982 0.852 -1.213
H -1.2578 -2.2546 1.6622 0.389 -0.832 -0.389 0.257
H -2.1005 -3.7644 0.9854 1.393 1.100 0.229 -0.056
H -0.3369 -3.8653 1.3995 -0.609 0.820 0.081 0.227
H -1.3401 -3.5181 -1.1009 0.576 0.981 0.354 0.359
H 0.3322 -3.0232 -0.7113 -0.757 0.813 0.313 0.304
H -1.0434 0.2156 1.9902 0.056 0.494 -0.974 0.520
H -0.5128 1.7354 1.1210 -0.286 -0.848 -0.066 0.413
H -3.2810 0.2757 0.6739 0.830 0.711 -0.001 0.542
H -2.9523 1.8112 1.5156 0.322 -0.785 -0.747 0.388
H -1.7716 2.4941 -0.9705 -0.863 -0.667 0.027 0.213
H -3.3988 2.9220 -0.3628 0.647 -0.827 -0.413 0.501
H -4.1752 2.7818 -3.3363 -0.076 -1.107 -0.016 0.430
H -5.1053 0.5374 -4.5205 0.250 0.507 0.310 0.232
H -4.6400 -1.5943 -3.1187 0.100 1.065 0.006 0.451
H -3.4752 -0.7523 -1.0703 0.261 0.277 -0.294 0.148
H 2.2874 0.9047 -0.8071 -1.283 0.344 0.025 0.046
H 1.1014 2.2932 -0.4405 0.265 -0.884 -0.403 0.243
H 1.1412 2.6931 -3.0929 0.708 -0.209 0.552 0.312
H 2.6594 3.0472 -2.0620 -0.804 -0.506 -0.530 0.260
H 2.5956 1.5476 -3.0476 -0.831 0.753 0.315 0.397
C 2.9249 8.0885 -1.0896 0.073 -0.112 0.489 -1.484
C 2.2725 6.8597 -1.6830 0.624 0.772 0.178 0.590
C 1.5210 7.1306 -2.9564 0.166 0.088 -0.515 -0.465
O 0.4961 6.1355 -2.9262 -0.174 -0.114 0.426 -0.310
C 0.2693 5.8447 -1.6196 0.031 -0.039 0.131 0.654
O -0.6602 5.2111 -1.2236 0.014 -0.149 -0.046 -0.579
O 1.2378 6.3645 -0.8238 -0.488 -0.373 -0.436 -0.323
H 3.5709 7.8067 -0.2566 0.029 0.036 -0.086 0.362
H 3.5297 8.6142 -1.8305 -0.038 -0.091 -0.018 0.377
H 2.1759 8.7729 -0.6867 -0.058 -0.024 -0.204 0.361
H 3.0131 6.0654 -1.8186 -0.107 -0.035 -0.045 0.183
H 2.1465 7.0144 -3.8410 -0.172 -0.134 -0.006 0.320
H 1.0493 8.1168 -2.9829 0.068 -0.009 0.139 0.315
C -1.4245 -8.6265 2.2181 0.453 0.204 -0.119 -1.457
C -2.3947 -7.4674 2.1587 0.614 -0.785 0.317 0.558
C -3.8232 -7.8890 1.9728 -0.385 -0.253 0.350 -0.517
O -4.3820 -6.7784 1.2743 0.275 0.336 -0.393 -0.321
C -3.3719 -6.1916 0.5865 0.025 0.362 -0.496 0.641
O -3.5241 -5.3643 -0.2706 0.142 -0.446 0.612 -0.541
O -2.1606 -6.6657 0.9926 -0.766 0.403 -0.209 -0.322
H -0.4312 -8.2724 2.4991 -0.056 -0.061 0.056 0.361
H -1.7419 -9.3732 2.9480 -0.044 0.089 -0.008 0.379
H -1.3220 -9.1012 1.2405 -0.209 -0.013 0.041 0.365
H -2.2786 -6.8296 3.0403 -0.097 0.044 -0.072 0.246
H -4.3363 -8.0466 2.9209 -0.102 0.149 -0.122 0.329
H -3.9374 -8.7840 1.3548 0.151 0.027 0.004 0.311
C 3.2950 -0.6919 2.8566 -0.423 0.376 0.100 -1.212
C 4.4427 0.0109 2.1684 -0.669 -0.588 0.299 0.727
C 5.7861 -0.6048 2.4503 0.295 -0.359 -0.207 -0.456
O 6.6673 0.5123 2.3414 -0.252 0.258 0.115 -0.332
C 5.9389 1.6200 2.6463 0.184 0.529 0.105 0.616
O 6.4024 2.6948 2.8587 -0.121 -0.273 -0.107 -0.529
O 4.6065 1.3384 2.6780 0.545 0.019 -0.139 -0.352
H 2.3445 -0.2944 2.4982 0.039 -0.168 -0.087 0.070
H 3.3123 -1.7659 2.6633 0.025 0.068 -0.083 0.367
H 3.3198 -0.5214 3.9352 0.261 -0.079 -0.034 0.386
H 4.2541 0.0789 1.0921 0.091 0.000 0.016 0.055
H 6.0497 -1.3758 1.7266 0.142 0.148 0.006 0.343
H 5.8718 -1.0203 3.4586 -0.158 0.049 -0.004 0.296